Entry 1:
C50H40F5N6O4S3TeTl | ωB97M-V with the def2-TZVPD basis set

Its relative energy (zero: lowest compared OMol25 entry of this formula, charge and spin) is 3.010 eV. The calculation puts the lowest unoccupied orbital energy at 2.831 eV. The value obtained for the calculated total energy is -127695.9215 eV. The charge is -2.

Geometry as XYZ:
```
110
Properties=species:S:1:pos:R:3:lowdin_charge:R:1
Tl 0.41 -21.47 8.10 0.89
O 4.88 -25.53 7.00 0.00
C 4.20 -25.55 5.83 -0.27
C 4.93 -26.10 4.75 -0.05
C 4.41 -26.25 3.50 -0.12
C 3.05 -25.90 3.35 -0.15
C 2.31 -25.42 4.40 -0.07
C 2.85 -25.14 5.67 -0.06
C 2.04 -24.57 6.81 -0.48
O 1.18 -23.73 6.63 -0.12
N 2.47 -24.94 8.10 -0.03
N 1.55 -24.55 8.93 -0.05
C 1.77 -24.70 10.23 -0.12
C 0.97 -24.11 11.24 -0.18
C 1.44 -24.20 12.56 -0.12
C 0.73 -23.64 13.59 -0.18
C -0.36 -22.78 13.36 -0.15
C -0.80 -22.59 12.09 -0.09
C -0.34 -23.44 11.02 -0.46
O -1.08 -23.59 10.03 -0.08
H 4.21 -25.38 7.73 0.06
H 5.95 -26.31 4.97 0.09
H 4.86 -26.71 2.68 0.07
H 2.55 -26.10 2.39 0.09
H 1.24 -25.25 4.24 0.11
H 2.73 -25.20 10.51 0.10
H 2.36 -24.78 12.70 0.09
H 1.06 -23.81 14.62 0.06
H -0.84 -22.27 14.18 0.08
H -1.50 -21.75 11.89 0.09
N -1.33 -21.30 6.52 -0.34
S -1.85 -20.29 5.51 0.74
N -0.86 -19.27 4.75 -0.37
S 0.51 -18.79 4.14 0.93
N 1.95 -19.24 4.60 -0.40
S 2.70 -19.63 6.02 0.76
N 2.15 -20.14 7.33 -0.34
C 3.31 -17.99 6.36 -0.31
C 2.80 -17.36 7.49 -0.06
C 3.52 -16.34 8.10 -0.08
C 4.76 -15.97 7.63 -0.11
C 5.28 -16.58 6.49 -0.09
C 4.53 -17.56 5.86 -0.09
C 4.04 -20.51 5.24 -0.28
C 5.09 -21.09 6.00 -0.03
C 6.26 -21.54 5.37 -0.06
C 6.48 -21.18 4.03 -0.08
C 5.39 -20.76 3.24 -0.09
C 4.16 -20.47 3.81 -0.08
C 0.63 -16.97 3.99 -0.29
C 1.49 -16.36 3.07 -0.06
C 1.54 -14.96 3.02 -0.08
C 0.82 -14.18 3.92 -0.08
C 0.06 -14.83 4.92 -0.07
C 0.10 -16.22 5.01 -0.07
C 0.47 -19.21 2.40 -0.31
C -0.31 -18.43 1.54 -0.08
C -0.40 -18.79 0.19 -0.08
C 0.19 -19.98 -0.30 -0.07
C 0.87 -20.80 0.63 -0.06
C 0.99 -20.41 1.96 -0.07
C -2.59 -21.03 4.07 -0.31
C -2.22 -22.35 3.84 -0.04
C -2.96 -23.07 2.87 -0.08
C -3.97 -22.49 2.15 -0.12
C -4.37 -21.18 2.45 -0.09
C -3.62 -20.42 3.34 -0.07
C -2.96 -19.01 6.13 -0.28
C -3.39 -17.93 5.35 -0.12
C -4.32 -17.06 5.90 -0.10
C -4.82 -17.27 7.20 -0.08
C -4.28 -18.30 7.97 -0.06
C -3.23 -19.04 7.48 -0.05
H 1.85 -17.72 7.89 0.09
H 3.06 -15.84 8.97 0.12
H 5.24 -15.07 8.11 0.11
H 6.29 -16.40 6.11 0.10
H 4.95 -18.04 4.98 0.10
H 4.94 -21.22 7.09 0.13
H 7.01 -22.09 5.96 0.11
H 7.47 -21.27 3.58 0.10
H 5.50 -20.71 2.16 0.10
H 3.31 -20.13 3.21 0.07
H 2.09 -16.92 2.39 0.11
H 2.04 -14.43 2.17 0.11
H 0.70 -13.09 3.84 0.10
H -0.56 -14.30 5.67 0.12
H -0.46 -16.72 5.82 0.13
H -0.83 -17.50 1.89 0.13
H -0.96 -18.08 -0.51 0.12
H 0.03 -20.27 -1.34 0.10
H 1.29 -21.75 0.37 0.11
H 1.37 -21.13 2.68 0.12
H -1.55 -22.80 4.52 0.10
H -2.74 -24.17 2.77 0.12
H -4.51 -23.06 1.36 0.11
H -5.28 -20.78 1.99 0.10
H -3.84 -19.35 3.44 0.09
H -2.97 -17.79 4.36 0.09
H -4.66 -16.24 5.24 0.10
H -5.60 -16.65 7.61 0.09
H -4.75 -18.52 8.93 0.12
H -2.63 -19.74 8.06 0.11
F -1.95 -19.47 11.11 -0.44
Te -0.11 -19.00 10.88 1.84
F 0.46 -19.31 12.78 -0.46
F 1.64 -18.40 10.64 -0.42
F -0.64 -17.33 11.49 -0.40
F -0.37 -18.63 8.96 -0.47
O 0.35 -20.79 10.34 -0.69
```

Entry 2:
C5H13NO | ωB97M-V with the def2-TZVPD basis set

Its relative energy (zero: lowest compared OMol25 entry of this formula, charge and spin) is 1.963 eV. The calculation puts the lowest unoccupied orbital energy at 0.804 eV. The value obtained for the calculated total energy is -8932.0478 eV.

Geometry as XYZ:
```
20
Properties=species:S:1:pos:R:3:lowdin_charge:R:1
C 0.44 2.21 0.48 -0.05
N 0.09 1.16 -2.41 0.06
C -0.46 0.52 -1.28 -0.37
C -0.18 0.86 0.02 -0.31
C -0.53 -0.03 1.14 -0.10
C -1.15 -0.71 -1.73 -0.06
H -0.04 2.55 1.36 0.06
H 0.19 2.86 -0.39 0.07
H 1.53 2.16 0.44 0.07
H 0.65 1.95 -2.19 0.05
H -0.65 1.49 -3.13 0.13
H -1.09 -0.91 0.92 0.05
H -0.91 0.49 2.07 0.09
H 0.54 -0.37 1.57 0.12
H -0.47 -1.42 -2.24 0.10
H -1.55 -1.24 -0.95 0.02
H -2.03 -0.60 -2.34 0.07
H 1.48 -3.24 2.43 -0.05
H 2.56 -3.94 3.12 0.07
O 1.58 -3.79 3.13 -0.02
```

Entry 3:
CCl3OP | ωB97M-V with the def2-TZVPD basis set

Its relative energy (zero: lowest compared OMol25 entry of this formula, charge and spin) is 1.970 eV. The calculation puts the lowest unoccupied orbital energy at -0.959 eV. The value obtained for the calculated total energy is -49939.5305 eV.

Geometry as XYZ:
```
6
Properties=species:S:1:pos:R:3:lowdin_charge:R:1
C -0.53 0.03 0.00 -1.78
O 2.13 0.44 -0.30 -0.55
P 1.08 -0.68 -0.68 0.76
Cl -2.08 -0.57 -0.76 0.48
Cl -0.52 1.72 0.23 0.61
Cl -0.08 -0.94 1.52 0.49
```